Run A
Molecular formula: C4H8N3O
Method: DFT, wB97M-V/def2-TZVPD

The geometry in ORCA input format:
```
! RIJCOSX wB97M-V def2-TZVPD def2/J DEFGRID3
* xyz 1 1
C -1.330 0.708 0.367
C -0.111 0.678 0.330
C 3.028 -0.752 -0.320
C 3.055 -2.219 -0.157
N 1.162 0.365 0.586
N 1.903 -0.142 -0.214
N -4.136 0.912 0.379
O 3.993 -0.223 -1.030
H -2.393 0.585 0.212
H 4.033 -2.532 -0.437
H 2.209 -2.719 -0.629
H 2.847 -2.405 0.881
H -4.407 0.858 -0.564
H -3.775 1.864 0.413
H -4.817 1.002 1.072
H 4.491 0.528 -0.607
*
```

Its molecular weight is 114.1 Da. The calculation puts the lowest unoccupied orbital energy at -5.777 eV. The calculation puts the HOMO energy at -13.9314 eV.

=====

Run B
Molecular formula: C4H8N3O
Method: DFT, wB97M-V/def2-TZVPD

The geometry in ORCA input format:
```
! RIJCOSX wB97M-V def2-TZVPD def2/J DEFGRID3
* xyz 1 1
C -0.237 1.649 -1.020
C 1.689 1.181 0.257
C 1.224 -0.207 0.607
C -1.254 -1.531 0.620
N 0.865 1.984 -0.509
N -0.920 0.428 -0.916
N -0.352 -0.682 -0.246
O 2.198 -0.014 -0.249
H -0.740 2.420 -1.602
H 2.411 1.751 0.886
H 1.273 -0.864 1.577
H -2.011 -0.932 1.202
H -1.718 -2.239 0.012
H -0.684 -2.139 1.409
H -1.915 0.497 -1.157
H 0.170 -1.302 -0.870
*
```

Its molecular weight is 114.1 Da. The calculation puts the lowest unoccupied orbital energy at -3.442 eV. The calculation puts the HOMO energy at -13.9247 eV.

=====

Which of them is most stable? Easy: run B.

=====

Run A
Molecular formula: C6H14N5
Method: DFT, wB97M-V/def2-TZVPD

The geometry in ORCA input format:
```
! RIJCOSX wB97M-V def2-TZVPD def2/J DEFGRID3
* xyz 1 1
C -1.890 -0.567 -1.062
C -1.407 -0.228 0.339
C -1.844 -1.250 1.389
C -0.021 0.217 0.525
N 0.058 1.604 1.706
N 0.842 -0.655 1.136
C 2.000 -0.806 0.719
N 2.449 -0.298 -0.506
C 1.673 0.591 -1.183
N 2.015 1.077 -2.345
N 0.488 0.908 -0.623
H -2.889 -0.975 -0.991
H -1.253 -1.210 -1.607
H -1.999 0.242 -1.720
H -2.131 0.609 0.617
H -1.702 -0.924 2.401
H -1.230 -2.159 1.448
H -2.946 -1.610 1.465
H -0.859 1.964 1.676
H 0.293 1.117 2.555
H 2.658 -1.413 1.201
H 3.305 -0.635 -0.872
H 2.884 0.817 -2.979
H 1.462 1.787 -2.657
H 0.041 1.798 -0.634
*
```

Its SMILES is CC(C)[C@@]1(N)N=CNC(=[NH2+])N1. Its molecular weight is 156.2 Da. The calculation puts the lowest unoccupied orbital energy at -3.464 eV. The calculation puts the HOMO energy at -13.0749 eV.

=====

Run B
Molecular formula: C6H14N5
Method: DFT, wB97M-V/def2-TZVPD

The geometry in ORCA input format:
```
! RIJCOSX wB97M-V def2-TZVPD def2/J DEFGRID3
* xyz 1 1
C -0.201 0.365 -2.215
C 1.632 -1.114 -1.757
N 1.065 -0.296 -2.666
N 0.917 -1.875 -0.884
N 2.890 -1.506 -1.889
H 1.465 -0.239 -3.586
H -0.080 -1.746 -0.990
H 1.354 -2.073 -0.006
H 3.669 -0.878 -2.088
H 3.412 -2.189 -1.278
H -0.342 1.217 -2.953
H -0.061 0.720 -1.202
H -1.029 -0.333 -2.441
C 0.669 0.487 2.439
C -1.899 1.190 2.875
C -0.886 0.636 2.152
C -2.384 0.956 0.695
N -2.969 1.116 1.942
N -1.126 0.554 0.793
H -2.218 1.574 3.819
H -3.827 1.631 2.052
H 1.067 -0.143 1.632
H 0.863 -0.069 3.339
H -2.986 0.517 -0.082
H 1.006 1.500 2.299
*
```

Its molecular weight is 156.2 Da. The calculation puts the lowest unoccupied orbital energy at -2.882 eV. The calculation puts the HOMO energy at -11.6843 eV.

=====

Which of them is most stable? Easy: run B.

=====

Run A
Molecular formula: C3H2O2
Method: DFT, wB97M-V/def2-TZVPD

The geometry in ORCA input format:
```
! RIJCOSX wB97M-V def2-TZVPD def2/J DEFGRID3
* xyz 0 1
C 1.220 0.044 0.011
C -0.078 -0.225 -0.013
O -0.989 -1.237 0.099
C -1.343 0.383 0.031
O -2.400 0.862 0.003
H 2.060 -0.819 -0.061
H 1.529 0.992 -0.070
*
```

Its SMILES is C=C1OC1=O. Its molecular weight is 70.0 Da. The calculation puts the lowest unoccupied orbital energy at -0.167 eV. The calculation puts the HOMO energy at -9.7982 eV.

=====

Run B
Molecular formula: C3H2O2
Method: DFT, wB97M-V/def2-TZVPD

The geometry in ORCA input format:
```
! RIJCOSX wB97M-V def2-TZVPD def2/J DEFGRID3
* xyz 0 1
O -0.905 -0.281 -1.910
C -0.449 -0.316 -0.809
C 0.502 0.486 0.034
C -0.284 -0.613 0.693
O -0.447 -1.193 1.736
H 0.046 1.296 0.433
H 1.537 0.620 -0.177
*
```

Its SMILES is O=C1CC1=O. Its molecular weight is 70.0 Da. The calculation puts the lowest unoccupied orbital energy at -1.054 eV. The calculation puts the HOMO energy at -9.6273 eV.

=====

Which of them is most stable? Easy: run A.

=====

Run A
Molecular formula: C3H3O3
Method: DFT, wB97M-V/def2-TZVPD

The geometry in ORCA input format:
```
! RIJCOSX wB97M-V def2-TZVPD def2/J DEFGRID3
* xyz -1 1
C 0.572 0.070 -0.319
C -0.489 -1.400 -0.894
C 0.059 1.004 0.829
O 0.283 -2.118 -1.462
O 1.644 0.175 -0.868
O -1.679 -1.305 -0.736
H 0.370 0.531 1.824
H -1.115 1.009 0.867
H 0.355 2.033 0.761
*
```

Its molecular weight is 87.1 Da. The calculation puts the lowest unoccupied orbital energy at 4.296 eV. The calculation puts the HOMO energy at -3.0296 eV.

=====

Run B
Molecular formula: C3H3O3
Method: DFT, wB97M-V/def2-TZVPD

The geometry in ORCA input format:
```
! RIJCOSX wB97M-V def2-TZVPD def2/J DEFGRID3
* xyz -1 1
C -0.225 -0.122 0.242
C -0.207 1.050 1.193
O 0.007 0.806 2.367
C -0.766 2.418 0.611
O -0.081 3.445 0.668
O -1.911 2.205 0.177
H 0.264 -1.036 0.666
H 0.225 -0.123 -0.776
H -1.296 -0.459 0.121
*
```

Its SMILES is CC(=O)C(=O)[O-]. Its molecular weight is 87.1 Da. The calculation puts the lowest unoccupied orbital energy at 4.253 eV. The calculation puts the HOMO energy at -3.9147 eV.

=====

Run C
Molecular formula: C3H3O3
Method: DFT, wB97M-V/def2-TZVPD

The geometry in ORCA input format:
```
! RIJCOSX wB97M-V def2-TZVPD def2/J DEFGRID3
* xyz -1 1
C -1.036 0.023 -0.690
C 0.015 -0.319 -0.051
C -3.827 -0.038 -0.037
O -4.110 -1.057 -0.507
O -3.868 0.949 0.542
O 1.578 -0.092 -0.328
H -0.860 0.671 -1.480
H 0.097 -0.715 0.911
H 1.591 0.639 -0.892
*
```

Its molecular weight is 87.1 Da. The calculation puts the lowest unoccupied orbital energy at 3.757 eV. The calculation puts the HOMO energy at -2.6733 eV.

=====

Which of them is most stable? Easy: run B.